[1]
Molecular formula: C5H12N2O
Method: DFT, ωB97M-V/def2-TZVPD

Positions of all 20 atoms, in Å:
C1 -2.14489 1.08909 0.83679
C2 -0.69453 0.73782 1.34980
C3 0.22914 0.52905 0.13262
C4 1.45042 1.48773 0.29469
O1 2.59258 1.10320 0.34846
N1 0.73404 -0.78302 -0.11299
C5 0.48211 -1.28952 -1.48156
N2 0.92779 -2.69426 -1.46618
H1 -2.61964 1.60837 1.65545
H2 -2.69581 0.18620 0.55750
H3 -2.02395 1.81658 0.04928
H4 -0.76521 -0.15506 1.96139
H5 -0.44467 1.66292 1.87878
H6 -0.26624 1.03421 -0.73092
H7 1.28231 2.55911 0.35726
H8 1.70638 -0.82443 0.16512
H9 1.05660 -0.59321 -2.13189
H10 -0.61024 -1.27569 -1.63178
H11 1.65136 -2.89932 -0.79525
H12 0.15243 -3.29976 -1.23656

Force components x, y, z for each atom (eV/Å):
1.217 -0.515 0.989
-1.734 0.651 -1.370
1.525 1.861 0.226
0.286 -0.902 0.104
-0.217 -0.115 -0.041
-1.677 -0.146 0.195
1.115 -0.555 2.141
-0.475 0.282 -1.372
-0.658 -0.070 0.184
-0.032 0.381 -0.220
-0.345 0.011 -0.529
0.501 0.137 0.295
0.552 -0.497 0.415
0.088 -0.869 0.094
-0.518 0.589 0.108
0.150 0.008 -0.373
-0.509 -0.956 -0.529
0.589 0.223 -0.360
0.161 0.398 0.048
-0.020 0.085 -0.004

Its SMILES is CC[C@@H](C=O)NCN. For the total energy, the calculation gives -382.4132 Ha. The calculation puts the relative energy (zero: lowest compared OMol25 entry of this formula, charge and spin) at 2.431 eV. For the HOMO energy, the calculation gives -8.84 eV.


[2]
Molecular formula: C33H36N5ORhSSe3Te2
Method: DFT, ωB97M-V/def2-TZVPD

Positions of all 82 atoms, in Å:
Rh1 -1.37494 -0.32032 1.18913
C1 -3.18426 -4.44667 4.68818
C2 -2.76511 -5.03822 3.34945
N1 -3.04098 -4.16075 2.21990
C3 -2.31159 -3.04060 1.98594
S1 -2.97630 -1.93306 0.81971
N2 -1.17183 -2.92180 2.63931
N3 -0.55182 -1.74445 2.37600
C4 0.56799 -1.45313 2.94065
C5 1.28914 -2.35691 3.88147
C6 1.06897 -0.08867 2.67719
C7 2.26270 0.38467 3.19971
C8 2.62872 1.70116 2.96273
C9 1.79025 2.52118 2.23177
C10 0.61406 1.98457 1.73023
N4 0.28447 0.71717 1.92819
H1 -2.95173 -5.13835 5.50095
H2 -4.25449 -4.23605 4.70548
H3 -2.66366 -3.50587 4.86507
H4 -3.28507 -5.97958 3.15944
H5 -1.69634 -5.24788 3.34580
H6 -4.00753 -4.07280 1.94661
H7 0.80077 -3.32658 3.90096
H8 1.26928 -1.92882 4.88760
H9 2.33222 -2.47941 3.58186
H10 2.88084 -0.26103 3.80534
H11 3.55185 2.08731 3.37571
H12 2.02281 3.56181 2.05608
H13 -0.09249 2.56319 1.14898
Se1 -1.57574 0.03096 5.00217
Se2 -0.25480 1.77105 5.50115
Te1 -4.75328 -0.50612 3.69718
Se3 -2.77287 0.76924 2.80604
C11 6.15733 1.27799 -4.68714
C12 4.80950 1.29255 -4.01744
C13 3.84030 0.34892 -4.32614
C14 2.59087 0.34791 -3.71235
C15 1.60047 -0.70794 -4.11820
C16 2.29309 1.31708 -2.74130
Te2 0.33960 1.41336 -1.82977
N5 -1.95944 1.07602 -0.11417
C17 -3.08994 1.64166 0.10126
O1 -3.85229 1.47544 1.15011
C18 -3.65064 2.61327 -0.90303
C19 -3.23898 2.58442 -2.23190
C20 -3.75139 3.49022 -3.14886
C21 -4.68267 4.43893 -2.74647
C22 -5.10407 4.46668 -1.42379
C23 -4.59672 3.55534 -0.50901
C24 0.56759 -0.53156 -1.02124
C25 1.74587 -0.79688 -0.31222
C26 2.01979 -2.06421 0.16005
C27 1.10077 -3.08993 -0.05565
C28 -0.06444 -2.83337 -0.74705
C29 -0.35208 -1.55992 -1.26546
C30 -1.54343 -1.36511 -2.16191
C31 3.26447 2.27817 -2.42194
C32 3.02896 3.37746 -1.41583
C33 4.50072 2.24914 -3.06300
H14 6.19761 0.52345 -5.47268
H15 6.94965 1.05629 -3.96879
H16 6.38632 2.24625 -5.13601
H17 4.05797 -0.40925 -5.07196
H18 1.97481 -1.28159 -4.96647
H19 0.64395 -0.25919 -4.39205
H20 1.40469 -1.40205 -3.29847
H21 -2.51361 1.84175 -2.54060
H22 -3.42340 3.45383 -4.18092
H23 -5.08279 5.14765 -3.46160
H24 -5.83652 5.19795 -1.10360
H25 -4.92819 3.55057 0.52039
H26 2.45196 0.00888 -0.13972
H27 2.93910 -2.25315 0.70205
H28 1.28497 -4.08164 0.33850
H29 -0.78650 -3.62563 -0.90217
H30 -2.13361 -2.27777 -2.22109
H31 -1.20956 -1.08820 -3.16510
H32 -2.17530 -0.55237 -1.79947
H33 2.45090 3.02678 -0.56406
H34 2.47245 4.20536 -1.86323
H35 3.97977 3.77336 -1.05552
H36 5.24283 2.99781 -2.80095

Force components x, y, z for each atom (eV/Å):
-0.125 0.109 0.011
0.006 0.032 0.001
0.046 0.012 -0.016
-0.073 0.035 0.008
0.064 -0.034 0.025
0.010 0.016 -0.053
0.001 -0.044 0.010
0.019 0.018 0.043
0.015 0.044 -0.005
-0.007 -0.002 0.014
0.014 0.054 0.050
-0.055 -0.008 -0.020
0.000 0.013 -0.001
0.023 0.003 0.000
0.002 0.002 0.001
-0.047 -0.087 0.048
0.004 -0.007 -0.002
-0.003 -0.008 -0.005
-0.004 -0.003 0.008
-0.013 0.007 -0.004
-0.001 -0.005 0.007
0.013 -0.005 -0.031
-0.003 0.006 -0.001
0.002 -0.003 -0.001
0.008 -0.011 -0.010
0.007 -0.006 0.006
0.000 0.003 -0.008
0.009 -0.003 0.002
-0.001 -0.005 -0.006
0.017 -0.038 0.054
0.027 0.007 -0.005
0.077 0.031 -0.019
-0.061 -0.008 -0.114
0.012 -0.009 0.002
-0.034 -0.044 -0.017
0.061 0.021 0.008
-0.002 -0.011 0.029
0.008 -0.015 -0.017
-0.069 0.027 -0.066
0.034 -0.003 -0.024
0.004 -0.135 0.116
0.057 0.048 -0.046
-0.025 -0.014 0.018
0.011 0.023 -0.008
0.018 -0.015 -0.018
-0.001 0.005 0.004
0.001 -0.008 0.011
-0.008 0.010 -0.010
0.007 -0.034 0.002
0.066 0.073 0.144
-0.006 0.023 -0.090
-0.011 -0.081 -0.062
0.037 0.034 0.043
-0.043 0.028 -0.039
-0.032 -0.014 -0.051
0.000 0.015 0.017
0.041 0.032 0.032
0.022 0.017 -0.039
-0.014 -0.012 0.033
-0.001 0.001 0.001
-0.001 0.000 -0.003
-0.003 0.002 0.002
-0.001 0.001 -0.003
-0.002 0.009 -0.005
-0.007 0.006 0.006
0.008 -0.005 -0.014
-0.038 0.021 0.014
-0.003 0.000 -0.002
0.000 0.000 0.002
0.002 0.004 -0.002
-0.004 0.007 0.002
-0.013 -0.014 0.000
-0.008 -0.001 0.010
0.010 -0.004 -0.012
-0.002 -0.003 -0.005
-0.010 0.000 0.017
0.030 -0.035 -0.019
0.002 -0.031 0.016
-0.026 -0.035 0.046
-0.028 -0.012 0.023
-0.009 0.011 -0.027
-0.001 -0.002 -0.006

Its expectation value of S² is 0.757. Its charge is -1. For the total energy, the calculation gives -9877.3184 Ha. The calculation puts the relative energy (zero: lowest compared OMol25 entry of this formula, charge and spin) at 0.000 eV. For the HOMO energy (spin up / spin down), the calculation gives -3.90 / -3.90 eV. Its multiplicity is 2.


[3]
Molecular formula: C4H8N2O
Method: DFT, ωB97M-V/def2-TZVPD

Positions of all 15 atoms, in Å:
C1 -0.80774 -1.47489 0.98708
C2 -0.34633 -0.11644 0.72678
O1 0.50086 0.33856 1.49547
C3 2.38861 1.68542 -0.75419
N1 2.78244 1.60982 0.33896
C4 -0.60757 0.56745 -0.54005
N2 -0.63698 -0.07052 -1.71777
H1 -0.35419 -2.15439 0.25666
H2 -1.88633 -1.62070 0.82522
H3 -0.63543 -1.95934 1.94433
H4 -1.78505 0.46860 0.05366
H5 2.56560 1.42796 1.31964
H6 -0.45198 1.63547 -0.54477
H7 -0.93294 0.28504 -2.60457
H8 0.20702 -0.62203 -1.78644

Force components x, y, z for each atom (eV/Å):
-1.954 -2.480 -0.718
4.300 -0.125 0.666
-0.867 0.648 0.490
0.286 0.094 -0.364
-0.511 -0.169 0.846
-5.127 2.049 3.070
1.175 -3.229 -1.684
0.075 0.134 -0.089
0.152 0.235 -0.214
0.543 0.853 0.302
1.335 1.151 -1.591
0.252 0.092 -0.658
0.608 0.232 0.412
-0.125 0.676 0.253
-0.141 -0.162 -0.721

For the total energy, the calculation gives -341.8421 Ha. The calculation puts the relative energy (zero: lowest compared OMol25 entry of this formula, charge and spin) at 4.396 eV. For the HOMO energy, the calculation gives -9.26 eV.


[4]
Molecular formula: C7H8N2O3
Method: DFT, ωB97M-V/def2-TZVPD

Positions of all 20 atoms, in Å:
C1 -2.57732 0.08690 1.14893
N1 -1.65928 -0.33288 -0.00653
N2 -2.10585 -1.03852 -1.03410
O1 -3.31978 -1.27579 -0.92413
C2 -0.20610 -0.07588 -0.01671
C3 0.68480 -1.08946 -0.01520
C4 2.04510 -0.86880 -0.15077
O2 2.82142 -1.99868 -0.04275
C5 2.58238 0.37772 -0.16576
C6 1.63951 1.52328 -0.44217
C7 0.28692 1.22653 -0.35506
O3 -0.52517 2.29790 -0.43845
H1 -2.02532 0.74705 1.75316
H2 -3.58019 0.41442 0.76738
H3 -2.71755 -0.90736 1.59661
H4 0.49848 -2.14956 0.05454
H5 3.75511 -1.87704 -0.23275
H6 3.63881 0.48867 -0.20168
H7 2.04970 2.55512 -0.48973
H8 -1.28567 1.89637 -0.80485

Force components x, y, z for each atom (eV/Å):
-0.263 -2.579 -2.428
1.236 1.495 0.370
-2.104 -0.063 1.011
1.465 0.014 -0.597
-1.227 1.036 -1.187
0.584 -1.392 -0.085
1.159 -0.176 0.952
-0.350 -0.554 -0.025
-2.593 2.843 -1.801
2.201 -2.843 1.658
1.766 0.366 1.074
-0.017 0.351 0.131
0.426 0.880 0.698
1.233 0.019 0.304
-0.372 0.589 0.618
-0.900 -0.031 0.187
-0.110 0.461 -0.077
0.699 0.380 0.081
-0.691 -0.924 -0.216
-2.141 0.127 -0.667

Its SMILES is CN(N=O)c1cc(O)ccc1O. For the total energy, the calculation gives -606.6575 Ha. The calculation puts the relative energy (zero: lowest compared OMol25 entry of this formula, charge and spin) at 3.643 eV. For the HOMO energy, the calculation gives -8.60 eV.


> The lowest total energy belongs to which entry?

C33H36N5ORhSSe3Te2


> The lowest relative energy (zero: lowest compared OMol25 entry of this formula, charge and spin) belongs to which entry?

C33H36N5ORhSSe3Te2


> Look up the total energy of the third one.

-341.8421 Ha